1.
Density functional theory data (ωB97M-V/def2-TZVPD) for C29H23FFeI2N3O5 as an isolated structure.

XYZ file:
```
64
Properties=species:S:1:pos:R:3:forces:R:3:lowdin_charge:R:1
Fe 0.0031 -0.2493 0.0580 0.312 0.076 0.091 0.97
O 1.7607 -0.8962 -0.3205 -0.115 0.032 0.113 -0.21
C 2.4848 -1.0500 -1.3968 0.032 -0.010 -0.269 -0.36
C 3.6526 -1.8341 -1.3206 -0.051 0.024 -0.070 -0.01
C 4.4493 -2.0228 -2.4250 0.021 0.003 -0.035 -0.08
C 4.1328 -1.4379 -3.6572 0.012 -0.020 0.009 -0.10
C 3.0045 -0.6599 -3.7530 0.006 -0.030 0.038 -0.05
C 2.1649 -0.4550 -2.6473 -0.014 -0.041 0.212 -0.17
C 1.0245 0.4127 -2.7969 0.010 -0.099 -0.024 -0.08
N 0.1654 0.6071 -1.8681 -0.340 0.005 0.124 -0.10
N -0.8660 1.4996 -2.1228 0.200 0.029 -0.025 0.09
C -1.3499 1.8914 -0.9791 -0.103 0.142 0.012 -0.43
O -0.8925 1.4939 0.1681 0.129 -0.044 0.200 -0.12
C -2.4826 2.8464 -0.9672 -0.061 0.038 -0.090 -0.14
C -3.0211 3.2582 0.2464 -0.002 -0.029 -0.017 -0.02
C -4.0893 4.1417 0.2682 -0.012 0.010 -0.005 -0.08
C -4.6249 4.6147 -0.9206 0.005 -0.006 0.005 -0.09
C -4.0912 4.2006 -2.1347 -0.011 0.011 -0.002 -0.08
C -3.0244 3.3192 -2.1603 0.020 0.021 0.015 -0.03
H 3.8936 -2.2823 -0.3664 -0.003 -0.010 0.018 0.12
H 5.3396 -2.6333 -2.3381 0.002 -0.005 0.002 0.10
H 4.7697 -1.5942 -4.5165 0.003 0.003 -0.010 0.10
H 2.7421 -0.1881 -4.6929 0.008 0.007 -0.015 0.11
H 0.8782 0.9440 -3.7368 0.042 0.015 -0.005 0.13
H -2.6017 2.8682 1.1629 0.013 0.004 0.017 0.11
H -4.5084 4.4569 1.2150 -0.004 0.004 0.004 0.10
H -5.4604 5.3024 -0.9034 -0.010 0.009 0.003 0.10
H -4.5109 4.5652 -3.0633 -0.001 0.003 -0.002 0.10
H -2.5986 2.9871 -3.0968 0.000 -0.004 0.000 0.11
I -0.8158 -2.6100 -1.7809 -0.027 -0.302 -0.226 0.98
C -1.3972 -3.8409 -0.1576 -0.070 0.072 0.000 -1.13
I 0.1379 -4.1491 1.2663 0.011 -0.021 0.005 0.75
H -1.7076 -4.7994 -0.5531 0.038 0.003 0.005 -0.04
H -2.1997 -3.3113 0.3393 -0.009 -0.015 -0.007 -0.05
C -3.5652 1.1093 6.2818 -0.005 -0.016 0.018 -0.04
C -2.2559 0.4071 6.6141 -0.013 -0.012 -0.007 -0.30
C -1.4701 1.2062 7.6405 -0.010 0.016 -0.014 -0.15
C -0.1498 0.5297 7.9560 -0.001 -0.006 0.009 -0.13
C 0.6430 0.3630 6.6920 -0.001 0.003 -0.008 -0.14
C 2.0171 0.3599 6.7030 0.012 -0.005 -0.007 0.06
C 2.7312 0.1971 5.5183 -0.012 -0.001 -0.004 -0.25
F 4.0731 0.1980 5.5882 0.019 0.003 -0.003 0.07
C 2.1111 0.0425 4.3150 -0.010 0.032 0.008 0.09
C 0.7093 0.0423 4.2817 -0.013 0.029 0.023 -0.03
C 0.0414 -0.1470 2.9984 -0.071 -0.029 0.034 -0.26
O 0.7454 -0.1960 1.9592 -0.087 0.188 -0.058 -0.06
C -1.3688 -0.2808 3.0446 0.051 0.023 -0.016 -0.01
C -2.0144 -0.0798 4.2323 -0.003 0.033 0.049 0.04
N -1.4206 0.1990 5.3986 -0.051 0.007 -0.028 0.04
C -0.0277 0.2086 5.4614 0.047 -0.041 -0.003 -0.06
C -2.2358 -0.6596 1.8714 0.000 0.039 0.085 -0.57
O -3.4444 -0.6463 2.0003 -0.081 -0.053 0.007 0.08
O -1.6127 -1.0510 0.8057 0.181 -0.097 -0.190 -0.23
H -4.0532 1.3863 7.2155 -0.010 -0.001 0.012 0.09
H -4.2627 0.4860 5.7273 -0.005 -0.002 -0.004 0.08
H -3.3785 2.0192 5.7102 0.002 0.013 -0.005 0.10
H -2.4675 -0.5841 7.0285 0.008 0.007 0.019 0.16
H -2.0826 1.3058 8.5366 -0.004 -0.012 0.000 0.12
H -1.2944 2.2127 7.2492 0.002 0.009 0.008 0.14
H -0.3392 -0.4509 8.4042 -0.001 -0.002 0.011 0.13
H 0.4249 1.1040 8.6824 0.006 0.009 -0.006 0.12
H 2.5598 0.4828 7.6316 0.001 0.001 0.006 0.13
H 2.6629 -0.0785 3.3938 0.010 -0.007 0.002 0.14
H -3.0917 -0.1482 4.2204 0.008 -0.003 -0.008 0.13
```
Positions in Å, forces in eV/Å.

The multiplicity is 6. As for the relative energy (zero: lowest compared OMol25 entry of this formula, charge and spin): 0.00 kcal/mol. Its HOMO-LUMO gap (alpha / beta) is 0.2684 / 0.2557 Eh. The LUMO energy (alpha / beta) comes out at -0.3 / -0.8 eV. The value obtained for the strongest force on any atom is 0.38 eV/Å.

---

2.
Density functional theory data (ωB97M-V/def2-TZVPD) for one molecule with the formula C5H13N2O in a non-equilibrium geometry.

XYZ file:
```
21
Properties=species:S:1:pos:R:3:forces:R:3:lowdin_charge:R:1
N -1.7243 -0.0236 -2.8555 0.430 1.343 0.114 0.04
C -0.9784 0.1870 -1.6034 0.963 -1.707 2.157 -0.25
C -1.0240 -1.1258 -0.7884 -0.588 -0.292 -1.503 -0.53
N -0.4206 -1.1626 0.4022 -0.039 1.323 0.547 0.07
C -0.0375 -0.0105 1.2296 0.266 -0.282 -0.387 -0.19
C 1.4440 0.3611 1.0857 0.669 -0.019 1.470 -0.23
C 2.1276 0.7345 2.4336 -1.111 0.542 -0.026 -0.10
O -1.4825 -2.1211 -1.3307 -0.002 -0.006 0.238 0.01
H -1.6175 0.8943 -3.3770 -0.214 -0.233 -0.378 0.04
H -1.2981 -0.7868 -3.4187 -0.105 -0.057 0.060 0.09
H -2.7456 -0.1713 -2.6908 0.048 -0.139 0.069 0.08
H 0.1006 0.2778 -1.7451 -0.112 0.401 -0.838 0.10
H -1.2604 1.0157 -0.9677 -0.573 0.318 -0.607 0.08
H -0.4874 -2.0303 0.8892 -0.076 -0.531 0.029 0.14
H -0.3648 -0.2905 2.2280 0.483 0.152 0.308 0.12
H -0.5784 0.9066 0.9997 -0.527 -0.299 -0.204 0.11
H 1.5327 1.2440 0.4593 0.027 -0.228 -0.476 0.10
H 2.0384 -0.4684 0.7060 -0.300 0.055 -0.547 0.11
H 2.6777 -0.0939 2.8655 0.277 0.043 -0.051 0.07
H 1.3755 1.0283 3.1766 0.006 -0.090 -0.064 0.07
H 2.7231 1.6355 2.3019 0.477 -0.293 0.088 0.07
```
Positions in Å, forces in eV/Å.

The multiplicity is 2. As for the relative energy (zero: lowest compared OMol25 entry of this formula, charge and spin): 43.64 kcal/mol. Its HOMO-LUMO gap (alpha / beta) is 0.1583 / 0.3998 Eh. The LUMO energy (alpha / beta) comes out at 0.7 / 0.6 eV. The value obtained for the strongest force on any atom is 2.91 eV/Å.